Entry 1:
# C7H12

C7H12 in the gas phase (ωB97M-V with the def2-TZVPD basis set, the OMol25 dataset).

Summary:
- Structure (SMILES): C[C@@H]1C=C[C@H](C)C1
- HOMO: -9.12 eV
- Relative energy (zero: lowest compared OMol25 entry of this formula, charge and spin): 8.9 kJ/mol

Structure (XYZ):
```
19
Properties=species:S:1:pos:R:3:forces:R:3:lowdin_charge:R:1
H 2.568283 -0.315794 0.804861 -0.1 -0.1 -0.1 0.08
H -1.298138 2.058956 1.198858 -0.1 -0.1 -0.1 0.08
H 2.134197 -2.018738 1.047158 0.0 0.1 -0.1 0.08
H 0.201106 0.118595 1.441043 -0.1 -0.1 -0.1 0.12
H -0.597998 1.753095 -1.840661 0.1 -0.1 0.1 0.11
H 1.587939 0.361786 -2.042791 -0.1 0.0 0.1 0.11
H 0.499753 -1.866899 -0.843580 0.0 0.1 0.1 0.14
C -1.242392 0.350767 -0.143396 0.0 0.0 0.0 -0.38
H -1.983957 -0.301152 -0.633493 0.1 0.1 0.1 0.14
C -1.995916 1.391680 0.679312 0.0 0.0 0.0 -0.08
H 2.925016 -1.512413 -0.453319 -0.1 0.0 0.1 0.07
C 0.825781 -0.950332 -0.325406 0.0 0.0 0.0 -0.38
H -2.644398 2.007121 0.044786 0.1 -0.1 0.1 0.07
C -0.324398 0.906923 -1.213726 0.1 -0.1 0.0 -0.07
C 0.794910 0.194343 -1.317383 -0.1 0.1 0.0 -0.07
H -2.627365 0.909823 1.435018 0.1 0.1 -0.1 0.08
H -0.748039 -1.356145 1.185536 0.1 0.1 -0.1 0.12
C 2.190446 -1.215032 0.304027 0.1 0.0 0.0 -0.08
C -0.264828 -0.516584 0.673156 0.0 0.0 0.0 -0.14
```
Positions in Å, forces in eV/Å.

Entry 2:
# C5H19NO7

6 unconnected molecules or ions with the total composition C5H19NO7 in a non-equilibrium geometry (ωB97M-V with the def2-TZVPD basis set, the OMol25 dataset).

Summary:
- Structure (SMILES): CC(=O)N[C@@H](C)C=O.O.O.O.O.O
- HOMO: -9.58 eV
- Relative energy (zero: lowest compared OMol25 entry of this formula, charge and spin): 87.9 kJ/mol

Structure (XYZ):
```
32
Properties=species:S:1:pos:R:3:forces:R:3:lowdin_charge:R:1
H -0.070501 0.059353 -0.494385 0.0 0.2 -0.2 0.13
C -0.654354 2.129404 -0.341475 -1.7 -1.7 -0.1 -0.29
O 2.443403 -0.486119 -2.712240 -0.2 0.0 -0.1 -0.07
O -2.549274 -0.847725 -0.126573 0.0 0.0 -0.2 -0.07
C 1.119876 2.027733 1.884969 1.0 0.8 1.2 0.01
H -0.117593 3.056866 -0.177804 0.2 0.0 -0.1 0.14
O 1.475135 -2.346558 -0.783834 1.1 -0.5 -0.1 -0.07
H -1.536897 2.854174 -2.248866 0.8 0.3 -0.3 0.09
H 1.972322 -1.271339 -2.393467 0.2 0.1 0.1 0.00
H -1.907871 -1.443187 0.281258 0.1 -0.3 -0.1 0.01
H 1.742680 2.822758 1.475122 0.2 -0.1 -0.3 0.10
C -1.256514 1.932443 -1.757514 -0.7 -0.2 0.5 -0.02
H -2.779933 -1.354604 -0.914745 -0.1 0.1 0.1 0.05
C 1.046059 0.851851 0.977163 -1.6 -0.4 -1.5 -0.48
H -0.683861 1.194347 -2.313938 0.2 0.5 -0.5 0.08
H -2.254055 1.497528 -1.650977 0.1 -0.4 0.2 0.07
H 2.343499 0.133370 -1.983306 0.1 0.0 0.0 0.01
H -0.275819 -3.218335 -0.957736 -0.2 0.2 0.2 0.02
H 1.971819 -3.162291 -0.623666 -0.2 0.0 -0.4 0.08
H -2.094553 1.036821 0.915158 -0.5 0.0 0.1 0.11
N 0.123522 0.933644 -0.023490 1.1 0.7 0.5 0.09
C -1.931352 2.050129 0.529631 1.2 1.5 0.0 -0.24
O -2.601067 3.030544 0.718405 -0.3 -0.4 0.3 0.07
O 1.721803 -0.173935 1.057514 0.4 0.1 0.9 0.00
H -0.366900 -3.118956 0.547667 -0.1 0.0 -0.5 -0.01
O 0.816286 -2.774123 1.803450 0.1 0.6 1.4 -0.06
H 0.307044 -2.762192 2.626276 -0.1 -0.5 -0.1 0.08
H 1.611035 1.741193 2.804497 0.3 -0.3 0.1 0.09
H 1.304385 -1.937141 1.925927 0.0 -0.1 -0.5 0.04
H 1.779236 -1.821626 -0.028940 -0.3 0.7 -0.2 0.02
O -0.930997 -3.190228 -0.248648 -0.4 -0.3 0.2 -0.09
H 0.233426 2.556208 2.234579 -0.6 -0.5 -0.6 0.09
```
Positions in Å, forces in eV/Å.

Gap between HOMO and LUMO, respectively: 10.4 9.8 eV.